No. 1
Density functional theory data (the ωB97M-V functional and the def2-TZVPD basis) for a molecular structure, C37H28N4OP2S3Se2Ta.

Each line ends with the Mulliken charge.
Atoms and positions in Å:
Ta (-1.532, 0.369, -0.845)  -0.7630
S (-1.888, 1.982, 1.085)  -0.4002
P (0.009, 1.415, 1.547)  1.7073
C (0.138, 0.130, 0.447)  -0.2857
P (1.403, -0.419, -0.546)  1.9614
S (0.534, -0.154, -2.357)  -0.5233
C (2.995, 0.395, -0.388)  0.4753
C (3.848, 0.013, 0.648)  -0.4404
C (5.046, 0.683, 0.831)  -0.7926
C (5.392, 1.728, -0.016)  -0.5836
C (4.540, 2.111, -1.042)  -0.7034
C (3.338, 1.448, -1.231)  -0.4481
C (1.710, -2.178, -0.290)  0.5466
C (0.842, -2.920, 0.506)  -0.0031
C (1.039, -4.287, 0.652)  -1.0202
C (2.094, -4.909, 0.001)  -0.5706
C (2.957, -4.169, -0.798)  -0.7591
C (2.767, -2.805, -0.945)  -0.4364
C (0.197, 0.968, 3.276)  0.1585
C (0.606, -0.317, 3.610)  -0.3024
C (0.766, -0.664, 4.945)  -0.7499
C (0.507, 0.271, 5.937)  -0.4705
C (0.090, 1.555, 5.602)  -0.7467
C (-0.063, 1.907, 4.273)  -0.2847
C (1.168, 2.766, 1.251)  0.5337
C (2.333, 2.874, 2.006)  -0.4299
C (3.252, 3.872, 1.715)  -0.6989
C (3.007, 4.760, 0.678)  -0.6074
C (1.849, 4.648, -0.081)  -0.7437
C (0.929, 3.651, 0.201)  -0.4576
H (3.582, -0.811, 1.300)  0.4438
H (5.714, 0.386, 1.629)  0.4394
H (6.333, 2.245, 0.124)  0.4368
H (4.812, 2.927, -1.699)  0.4664
H (2.665, 1.741, -2.027)  0.3563
H (0.017, -2.420, 1.000)  0.2118
H (0.371, -4.866, 1.277)  0.4509
H (2.248, -5.974, 0.116)  0.4152
H (3.779, -4.656, -1.305)  0.4238
H (3.442, -2.228, -1.568)  0.4627
H (0.799, -1.038, 2.824)  0.3037
H (1.092, -1.661, 5.210)  0.4578
H (0.630, 0.000, 6.977)  0.3995
H (-0.112, 2.279, 6.380)  0.4200
H (-0.382, 2.909, 4.008)  0.4344
H (2.523, 2.185, 2.820)  0.4359
H (4.156, 3.958, 2.303)  0.4686
H (3.721, 5.544, 0.460)  0.4286
H (1.657, 5.343, -0.888)  0.4618
H (0.021, 3.568, -0.383)  0.1992
O (-2.370, -1.154, 0.283)  0.0638
N (-3.654, -1.232, 0.693)  0.1778
C (-3.931, -2.194, 1.602)  -0.4875
C (-5.205, -2.358, 2.055)  -0.7556
C (-6.207, -1.510, 1.560)  -0.1764
C (-5.893, -0.536, 0.649)  -0.8816
C (-4.573, -0.374, 0.196)  0.7976
S (-4.073, 0.815, -0.919)  -0.3448
H (-3.080, -2.779, 1.913)  0.5374
H (-5.419, -3.127, 2.781)  0.4373
H (-7.227, -1.620, 1.902)  0.4128
H (-6.641, 0.138, 0.258)  0.4737
Se (-2.175, 4.367, -3.660)  -0.0271
C (-1.877, 2.969, -2.707)  0.4360
N (-1.667, 2.005, -2.046)  -0.0900
Se (-2.674, -2.796, -1.932)  0.3252
N (-2.213, -1.142, -2.472)  -0.1529
C (-2.337, -1.094, -3.791)  1.1157
C (-2.058, 0.024, -4.631)  -0.0525
C (-2.243, -0.112, -5.966)  -0.8717
C (-2.710, -1.332, -6.561)  -0.5541
C (-2.983, -2.418, -5.806)  -0.7437
C (-2.798, -2.329, -4.391)  0.3654
N (-3.021, -3.327, -3.562)  -0.7646
H (-1.705, 0.952, -4.210)  0.1600
H (-2.033, 0.730, -6.612)  0.4475
H (-2.840, -1.369, -7.634)  0.3983
H (-3.334, -3.351, -6.225)  0.4760

## Properties
* HOMO: -10.689 eV
* charge: +1
* gap between HOMO and LUMO: 7.0 eV
* lowest unoccupied orbital energy: -3.6 eV
* energy above the lowest of the compared OMol25 structures with the same formula, charge and spin: 0.0 kcal/mol

=====

No. 2
Density functional theory data (the ωB97M-V functional and the def2-TZVPD basis) for C4H10N2O in the gas phase in a non-equilibrium geometry.

Each line ends with the natural charge from an NBO analysis.
Atoms and positions in Å:
C (0.388, 0.302, 0.948)  -0.2209
C (1.863, 0.286, 0.652)  -0.5187
C (2.036, -0.550, -0.636)  0.4354
O (1.250, -1.398, -1.028)  -0.5186
N (-0.312, 0.773, -0.223)  -0.6485
C (-1.695, 0.435, -0.230)  -0.0350
N (-2.144, -0.800, -0.781)  -0.8582
H (0.106, -0.737, 1.332)  0.1778
H (0.244, 0.942, 1.866)  0.1966
H (2.513, -0.132, 1.401)  0.2376
H (2.301, 1.283, 0.493)  0.2214
H (2.821, -0.331, -1.234)  0.1095
H (0.004, 0.509, -1.141)  0.3747
H (-2.200, 1.177, -0.854)  0.1717
H (-1.956, 0.502, 0.888)  0.1471
H (-2.293, -1.540, -0.077)  0.3619
H (-2.927, -0.721, -1.376)  0.3660

## Properties
* HOMO: -8.780 eV
* structure (SMILES): NCNCCC=O
* charge: 0
* gap between HOMO and LUMO: 9.9 eV
* lowest unoccupied orbital energy: 1.1 eV
* energy above the lowest of the compared OMol25 structures with the same formula, charge and spin: 62.0 kcal/mol

=====

No. 3
Density functional theory data (the ωB97M-V functional and the def2-TZVPD basis) for a molecular structure, CH2CdLiO in a non-equilibrium geometry.

Each line ends with the natural charge from an NBO analysis.
Atoms and positions in Å:
C (0.410, 0.072, 0.124)  -0.0164
O (-0.384, -0.511, -0.647)  -0.6826
H (1.145, -0.634, 0.607)  0.1600
Cd (-0.343, 1.903, 1.074)  0.5520
Li (-0.041, -1.968, -1.790)  0.7834
H (1.696, -2.272, -1.630)  -0.7963

## Properties
* HOMO (spin up / spin down): -6.731 / -6.727 eV
* multiplicity: 2
* expectation value of S²: 0.767
* charge: 0
* gap between HOMO and LUMO (spin up / spin down): 6.2 / 4.9 eV
* lowest unoccupied orbital energy (spin up / spin down): -0.5 / -1.8 eV

=====

No. 4
Density functional theory data (the ωB97M-V functional and the def2-TZVPD basis) for 2 unconnected molecules or ions with the total composition C28H46N2O5S in a non-equilibrium geometry.

Each line ends with the Mulliken charge.
Atoms and positions in Å:
C (3.060, -2.591, -0.421)  -0.6023
C (4.156, -2.504, -1.661)  -0.5134
C (4.650, -0.906, -1.688)  -0.5350
C (3.910, -0.013, -2.843)  -0.6327
C (2.997, 1.234, -2.286)  0.0940
C (3.663, 2.091, -1.061)  -0.3714
C (2.892, 3.478, -0.663)  -0.6757
C (1.695, 3.942, -1.678)  -0.6955
C (0.272, 3.148, -1.494)  0.2917
C (-0.916, 4.029, -0.772)  -0.8017
C (-2.126, 2.943, -0.404)  0.2351
C (-3.460, 3.251, -1.308)  -0.8822
C (-3.904, 2.042, -2.324)  -0.3005
C (-2.675, 1.351, -3.161)  0.2170
C (-3.021, -0.116, -3.814)  -0.5023
C (-2.335, -1.391, -3.014)  -1.0415
C (-2.641, -1.417, -1.401)  0.2768
C (-4.048, -1.335, -0.899)  0.6851
N (-5.296, -1.267, -1.752)  -0.1589
C (-6.418, -2.150, -1.189)  -0.5632
C (-5.989, -3.723, -0.994)  -0.7644
C (-4.279, -1.315, 0.756)  0.2640
O (-5.180, -0.491, 1.297)  -0.5894
C (-3.285, -2.337, 1.610)  -0.7258
C (-1.868, -2.426, 1.106)  0.2382
N (-0.921, -3.314, 1.882)  -0.4825
C (0.039, -2.459, 2.428)  0.3236
S (1.471, -1.723, 3.057)  -0.1455
C (-1.445, -1.532, -0.238)  0.1959
O (-0.234, -0.972, -0.415)  -0.3487
H (3.655, -2.722, 0.581)  0.2306
H (2.526, -1.535, -0.381)  0.0542
H (2.278, -3.432, -0.645)  0.2732
H (3.741, -2.872, -2.691)  0.3145
H (5.112, -3.123, -1.365)  0.2802
H (4.517, -0.524, -0.591)  0.2467
H (5.802, -0.963, -1.997)  0.2961
H (3.157, -0.737, -3.420)  0.2243
H (4.629, 0.427, -3.660)  0.3536
H (2.728, 1.888, -3.248)  0.2051
H (1.957, 0.754, -1.948)  -0.2570
H (3.610, 1.393, -0.094)  0.0876
H (4.830, 2.240, -1.253)  0.3096
H (3.705, 4.345, -0.668)  0.2834
H (2.429, 3.483, 0.434)  0.2699
H (2.102, 3.927, -2.798)  0.3107
H (1.488, 5.096, -1.453)  0.3799
H (-0.119, 2.907, -2.595)  0.0060
H (0.437, 2.180, -0.849)  -0.0553
H (-1.321, 4.844, -1.528)  0.2949
H (-0.553, 4.634, 0.180)  0.2531
H (-2.372, 3.124, 0.750)  0.4355
H (-1.716, 1.849, -0.477)  -0.3425
H (-3.399, 4.290, -1.891)  0.3496
H (-4.363, 3.392, -0.541)  0.2674
H (-4.621, 2.541, -3.137)  0.3169
H (-4.571, 1.294, -1.718)  -0.0008
H (-2.448, 2.075, -4.080)  0.4427
H (-1.668, 1.245, -2.572)  -0.5260
H (-2.529, -0.120, -4.901)  0.3754
H (-4.174, -0.222, -3.988)  0.2372
H (-2.559, -2.437, -3.530)  0.3380
H (-1.157, -1.240, -3.131)  0.1909
H (-5.087, -1.719, -2.691)  0.3663
H (-7.263, -2.141, -2.032)  0.3203
H (-6.938, -1.671, -0.233)  0.3237
H (-6.872, -4.242, -0.382)  0.3097
H (-5.854, -4.318, -2.005)  0.2730
H (-5.019, -3.898, -0.364)  0.1875
H (-3.709, -2.915, 2.535)  0.2927
C (3.379, -2.375, 5.725)  -0.6565
O (3.862, -2.158, 7.050)  -0.3035
C (4.237, -0.879, 7.305)  0.7350
O (4.191, 0.053, 6.516)  -0.5488
O (4.671, -0.816, 8.589)  -0.3104
C (5.101, 0.481, 9.000)  -0.6071
H (3.108, -3.430, 5.633)  0.3086
H (2.485, -1.772, 5.536)  0.2384
H (4.159, -2.153, 4.989)  0.3456
H (4.275, 1.198, 8.942)  0.2890
H (5.949, 0.816, 8.395)  0.2874
H (5.426, 0.414, 10.042)  0.2147

## Properties
* HOMO: -8.940 eV
* structure (SMILES): CCCCCCCCCCCCCCCCC1=C(NCC)C(=O)C=C(N=C=S)C1=O.COC(=O)OC
* charge: 0
* gap between HOMO and LUMO: 7.3 eV
* lowest unoccupied orbital energy: -1.7 eV

=====

No. 5
Density functional theory data (the ωB97M-V functional and the def2-TZVPD basis) for 5 unconnected molecules or ions with the total composition C26H56N2O13P in a non-equilibrium geometry.

Each line ends with the Mulliken charge.
Atoms and positions in Å:
C (-0.682, -3.657, 1.493)  -0.9220
C (0.175, -2.228, 1.340)  0.0416
O (-0.447, -1.292, 2.288)  -0.2417
C (0.010, 0.093, 2.093)  0.0496
C (-0.803, 0.665, 0.751)  -0.1992
C (-2.429, 0.287, 0.712)  -0.3745
N (-3.288, 0.704, -0.473)  0.3325
P (-5.023, 0.179, -0.406)  0.2481
O (-5.072, -1.577, -0.642)  -0.4875
O (-5.910, 0.865, -1.747)  -0.3846
C (-2.696, 1.490, -1.637)  -0.0935
C (-1.092, 1.955, -1.722)  -0.6905
C (-0.103, 1.503, -0.472)  0.9610
C (1.503, 1.812, -0.368)  0.0373
O (2.033, 2.501, 0.681)  -0.4520
O (2.502, 1.333, -1.368)  -0.2453
C (2.724, -0.121, -1.238)  0.0192
N (2.103, -0.784, -2.477)  -0.6674
H (-0.989, -3.816, 2.613)  0.2898
H (-0.030, -4.560, 1.065)  0.2447
H (-1.638, -3.506, 0.794)  0.2181
H (0.070, -1.930, 0.209)  0.2366
H (1.314, -2.360, 1.582)  0.0913
H (1.169, 0.229, 2.013)  0.3781
H (-0.342, 0.809, 2.980)  -0.1471
H (-2.928, -0.329, 1.593)  0.3647
H (-4.275, -1.850, -1.222)  0.3366
H (-6.778, 0.331, -1.789)  0.3285
H (-3.392, 1.779, -2.533)  0.4051
H (-0.647, 2.577, -2.611)  0.3768
H (2.278, -0.586, -0.254)  0.0277
H (3.873, -0.393, -1.275)  0.3157
H (2.358, -0.144, -3.267)  0.2862
H (2.652, -1.673, -2.635)  0.2865
C (3.455, -4.960, 2.359)  -0.8362
O (2.925, -5.457, 1.135)  -0.2592
C (3.952, -5.786, 0.194)  -0.5025
C (4.195, -7.295, 0.140)  -0.5422
O (4.760, -7.773, 1.364)  -0.3705
C (3.794, -8.414, 2.190)  -0.6613
H (2.653, -4.955, 3.102)  0.2454
H (4.270, -5.584, 2.733)  0.4255
H (3.809, -3.935, 2.218)  0.2892
H (4.879, -5.242, 0.421)  0.3615
H (3.602, -5.448, -0.789)  0.3364
H (4.924, -7.505, -0.650)  0.3707
H (3.272, -7.835, -0.103)  0.3243
H (3.556, -9.399, 1.779)  0.3277
H (2.879, -7.822, 2.280)  0.2498
H (4.224, -8.542, 3.186)  0.2460
C (6.967, 1.228, -4.160)  -0.7202
O (7.560, 0.675, -2.991)  -0.3680
C (8.505, 1.566, -2.390)  -0.4718
C (7.910, 2.269, -1.168)  -0.4918
O (6.864, 3.168, -1.547)  -0.4034
C (5.571, 2.625, -1.301)  -0.7107
H (6.102, 0.615, -4.428)  0.2210
H (6.627, 2.254, -3.999)  0.3204
H (7.683, 1.202, -4.985)  0.3288
H (8.878, 2.294, -3.124)  0.3179
H (9.357, 0.954, -2.067)  0.3629
H (8.692, 2.871, -0.694)  0.3998
H (7.554, 1.541, -0.430)  0.2939
H (5.362, 2.647, -0.228)  0.4133
H (5.483, 1.600, -1.672)  0.2514
H (4.835, 3.245, -1.817)  0.2542
C (-2.165, 2.514, 4.942)  -0.8006
O (-2.406, 1.116, 4.821)  -0.2998
C (-1.496, 0.341, 5.609)  -0.2140
C (-2.154, -0.149, 6.900)  -0.7780
O (-2.442, 0.941, 7.780)  -0.3724
C (-3.817, 1.309, 7.752)  -0.6769
H (-3.022, 3.046, 4.519)  0.2395
H (-2.049, 2.819, 5.985)  0.3595
H (-1.270, 2.784, 4.376)  0.3366
H (-0.580, 0.908, 5.821)  0.3719
H (-1.214, -0.530, 5.003)  0.2466
H (-1.452, -0.806, 7.425)  0.4008
H (-3.060, -0.730, 6.686)  0.3587
H (-4.407, 0.563, 8.292)  0.3316
H (-4.192, 1.404, 6.729)  0.2698
H (-3.925, 2.274, 8.251)  0.2459
C (-5.602, 5.736, -4.837)  -0.7573
O (-5.537, 4.332, -4.610)  -0.3725
C (-6.531, 3.887, -3.681)  -0.0446
C (-7.709, 3.226, -4.400)  -0.5180
O (-8.442, 4.178, -5.176)  -0.3810
C (-8.133, 4.096, -6.563)  -0.7231
H (-4.992, 5.969, -5.713)  0.2597
H (-6.625, 6.070, -5.028)  0.3308
H (-5.195, 6.268, -3.974)  0.3221
H (-6.870, 4.715, -3.043)  0.3388
H (-6.050, 3.144, -3.032)  -0.0256
H (-8.399, 2.826, -3.650)  0.3724
H (-7.371, 2.389, -5.023)  0.3228
H (-8.605, 3.207, -6.992)  0.3212
H (-7.054, 4.060, -6.739)  0.3137
H (-8.536, 4.983, -7.058)  0.2488

## Properties
* HOMO: -10.790 eV
* charge: +1
* gap between HOMO and LUMO: 5.3 eV
* lowest unoccupied orbital energy: -5.5 eV